59
Properties=species:S:1:pos:R:3:forces:R:3 method="wB97M-V/def2-TZVPD" s_squared=8.76 orbital_gap_ev="8.440 / 7.384" spin_multiplicity=6 max_force_ha_per_bohr=0.097 e_tot_ev=-77076.220
Fe 0.93188 -0.10604 0.47510 0.3759 -0.0773 0.3252
O 4.88061 -0.53946 -0.18295 -0.0791 -0.5588 1.2182
C 3.85705 -0.70350 0.44939 -0.4574 -0.5580 -0.2788
O 2.75841 -0.09322 0.09214 -0.3178 0.4486 -0.0656
C 3.60335 -1.85899 1.53428 0.8333 1.7460 -0.5291
C 2.70503 -2.83547 0.84641 1.0797 -1.4011 -2.3043
C 2.67304 -4.23484 1.52501 -4.5444 0.9428 -1.7723
C 1.72553 -3.99307 2.73586 0.2038 1.0501 0.6050
C 1.52153 -2.48745 2.53613 -2.1168 1.5788 0.1235
O 1.42073 -2.33072 1.08592 -0.9362 -0.1622 0.1789
C 2.72611 -1.56758 2.82234 1.0909 -1.6269 0.6338
C 2.30235 -0.15018 3.08677 0.6035 1.0509 0.2679
O 2.89477 0.53511 3.91419 -0.9219 -0.6984 -0.9818
O 1.27631 0.22535 2.36360 -0.6432 0.3695 -0.1466
H 4.59247 -2.27795 1.65162 0.1868 -0.1201 0.7329
H 2.93020 -2.86333 -0.25021 -0.4216 -0.2148 0.8388
H 3.56041 -4.64070 1.67798 4.2376 -1.3903 1.2870
H 2.22509 -4.95083 0.79385 -0.0979 0.5839 0.5348
H 2.12120 -4.10473 3.76690 0.1976 -0.3491 -0.7561
H 0.75171 -4.51724 2.71830 0.6010 0.1640 -0.3179
H 0.57924 -2.02280 2.90508 0.6264 -0.6763 0.2027
H 3.24082 -1.89418 3.74126 0.0417 0.0570 -0.4511
C -4.85958 0.72100 -0.47930 -0.3929 0.3583 0.7497
O -3.87274 0.04327 0.26247 -0.2621 -0.3708 0.3584
C -2.89427 0.78085 0.96945 1.3955 -1.3142 -2.3907
C -2.02248 -0.29854 1.64431 -0.4652 -0.7153 -1.0294
O -1.13554 -1.03660 0.71497 -0.1219 1.5164 -0.0411
C -1.54116 -2.35702 0.35097 -1.1832 0.4608 1.4162
H -4.66571 0.59063 -1.53409 -0.1562 0.0290 -0.3758
H -4.96362 1.78575 -0.24372 0.5356 0.0782 -0.0292
H -5.83064 0.32267 -0.17148 0.0471 -0.3056 -0.4238
H -3.32758 1.47584 1.65618 -0.2126 0.4334 0.7422
H -2.26133 1.32417 0.19572 -0.4881 -0.2860 1.1261
H -2.64342 -1.05300 2.17596 0.3278 0.6230 -0.2586
H -1.33057 0.16210 2.28593 0.7433 0.6569 1.2386
H -2.64214 -2.36339 0.46102 0.4995 -0.3331 -0.4466
H -1.10732 -3.00417 1.10497 0.0466 -0.5698 -0.1493
H -1.22335 -2.62741 -0.64026 0.2237 0.1614 -0.3129
C -0.53254 6.33056 -1.45511 0.1870 0.2700 -0.7816
O -0.84023 5.43608 -2.55417 0.2739 -0.3664 1.1347
C -0.61144 4.10690 -2.35305 0.2154 0.2070 -1.2505
C -0.93511 3.29844 -3.46960 -0.9562 1.0415 -0.3479
C -0.81814 1.93746 -3.43371 0.9766 1.4015 0.0894
C -0.21746 1.29443 -2.32732 -0.8370 0.0209 0.6189
C -0.08437 -0.14235 -2.32321 0.7781 0.2504 -0.8571
C -0.49194 -1.05992 -3.43836 -0.0734 -0.6796 -0.3947
O 0.57014 -0.77630 -1.48603 0.2682 -0.0163 2.0807
C 0.07339 2.13037 -1.18187 -0.7020 -0.2853 -0.4243
O 0.26919 1.66986 0.00408 0.8278 -1.2807 0.6347
C -0.04132 3.53602 -1.26717 0.1753 0.2582 0.7181
H -0.74595 7.32348 -1.89249 0.3421 -0.4508 0.4180
H 0.54014 6.24267 -1.15246 -0.8721 0.1156 -0.2319
H -1.20477 6.18515 -0.59861 0.2292 -0.2289 -0.2002
H -1.32979 3.93862 -4.27886 0.1543 -1.0831 0.0128
H -1.00186 1.40684 -4.32782 -0.3951 -0.6042 -0.6866
H -1.11360 -0.63735 -4.19495 -0.0086 0.5044 -0.7792
H -1.13029 -1.85888 -3.04179 0.3437 0.0594 0.3223
H 0.42859 -1.55662 -3.85056 -0.9119 0.6424 0.2959
H 0.26095 4.14022 -0.41900 -0.0940 -0.3570 0.1094